1.
Entry from OMol25: a single C4H8N2 molecule at a distorted geometry (ωB97M-V with the def2-TZVPD basis set).

Results
E_tot in a.u.: -266.598112
LUMO energy in eV: 0.99
Net charge: 0
SMILES: C1NC[C@H]2N[C@@H]12
HOMO-LUMO gap in eV: 9.7043

Geometry as XYZ:
```
14
Properties=species:S:1:pos:R:3:forces:R:3:nbo_charge:R:1
C -0.1032 0.6736 1.0183 -1.5 0.5 5.2 -0.263
C 0.9618 -0.2963 -0.7570 2.4 2.0 2.6 -0.240
C -0.4941 -0.2590 -1.0031 4.6 -3.8 -9.9 -0.111
C -1.0991 0.4096 -0.0448 -4.1 3.5 2.7 -0.102
H -0.6776 0.2386 1.9045 0.7 0.9 -0.2 0.191
H 0.2490 1.6806 1.4071 -0.8 -0.6 -1.4 0.205
H 1.9346 -0.0466 1.2432 -3.1 -0.2 -1.4 0.384
H 1.7673 -0.9301 -1.0836 -0.6 -1.4 -0.4 0.215
H 1.3663 0.6753 -1.0953 -0.3 0.1 -0.2 0.164
H -0.7402 -0.2341 -2.1067 0.2 0.5 1.1 0.191
H -0.8317 -1.6799 0.4195 -1.0 1.7 -1.4 0.368
H -1.9230 1.0644 -0.3839 0.4 -0.2 1.1 0.228
N 0.9425 -0.2366 0.7834 4.1 -1.1 -1.3 -0.656
N -1.3527 -1.0594 -0.3016 -0.9 -2.1 3.5 -0.574
```
Positions in Å, forces in eV/Å.

=====

2.
Entry from OMol25: 2 unconnected molecules or ions with the total composition C4H8N2 at a distorted geometry (ωB97M-V with the def2-TZVPD basis set).

Results
E_tot in a.u.: -266.432237
LUMO energy (alpha / beta) in eV: 0.19 / -0.68
Net charge: 0
HOMO-LUMO gap (alpha / beta) in eV: 9.0741 / 7.9856

Geometry as XYZ:
```
14
Properties=species:S:1:pos:R:3:forces:R:3:nbo_charge:R:1
C -1.0160 0.6877 0.1951 -0.2 -2.3 0.8 -0.137
C 0.4541 0.9385 0.2498 0.4 0.5 -0.4 0.231
C -1.4058 -0.8234 0.2725 1.5 0.5 2.3 -0.618
C 2.0252 -1.1937 -0.2122 2.6 3.6 1.7 -0.478
N 0.4956 2.2037 -0.4908 1.6 -0.7 0.4 -0.459
N -0.1981 1.0509 -0.9930 -1.3 -0.9 -0.8 -0.260
H -1.8344 1.3186 0.5799 0.8 0.4 -0.2 0.203
H -1.7283 -1.1938 1.3180 0.8 1.0 -1.3 0.221
H -0.6117 -1.5076 -0.0690 -0.5 0.6 0.0 0.215
H -2.2590 -0.9455 -0.2803 -2.1 -0.5 -1.8 0.213
H 2.4499 -0.8552 0.7833 -0.6 -0.9 -1.3 0.190
H 2.5674 -0.7435 -1.0648 -0.8 -0.7 0.4 0.196
H 1.1878 -1.7903 -0.2167 -1.3 -1.3 -0.4 0.159
H -0.1267 2.8537 -0.0718 -1.0 0.8 0.6 0.325
```
Positions in Å, forces in eV/Å.

=====

3.
Entry from OMol25: a single C4H8N2 molecule at a distorted geometry (ωB97M-V with the def2-TZVPD basis set).

Results
E_tot in a.u.: -266.543634
LUMO energy (alpha / beta) in eV: 0.15 / 0.26
Net charge: 0
HOMO-LUMO gap (alpha / beta) in eV: 7.5029 / 8.4347

Geometry as XYZ:
```
14
Properties=species:S:1:pos:R:3:forces:R:3:nbo_charge:R:1
C 1.0500 1.1879 -0.2786 -0.1 -0.1 0.2 -0.419
N 0.3212 0.0287 0.2215 -0.5 1.0 -0.4 -0.465
C 0.8181 -1.1367 0.5417 0.8 -1.3 0.2 0.441
C -1.1465 0.0072 0.4361 2.0 -1.8 0.8 -0.276
C -1.9374 0.1439 -0.7355 -0.6 0.1 -0.8 -0.340
N 1.9584 -1.6310 0.7012 0.0 0.3 -0.3 -0.746
H 2.0316 -2.6449 0.6993 -0.1 0.3 0.1 0.380
H -0.9920 -1.2245 0.7699 -1.2 2.0 0.0 0.214
H -1.3523 0.6900 1.2717 -0.5 -0.6 0.1 0.211
H 2.1190 1.0061 -0.1667 -0.1 0.0 0.0 0.229
H 0.7724 2.0726 0.3029 0.1 -0.1 -0.1 0.200
H 0.8111 1.3623 -1.3287 0.1 0.1 0.0 0.198
H -1.4758 0.2893 -1.7019 0.1 -0.1 0.0 0.184
H -2.9779 -0.1507 -0.7327 0.0 0.2 0.1 0.188
```
Positions in Å, forces in eV/Å.

=====

4.
Entry from OMol25: a single C4H8N2 molecule at a distorted geometry (ωB97M-V with the def2-TZVPD basis set).

Results
E_tot in a.u.: -266.509395
LUMO energy in eV: 0.86
Net charge: 0
SMILES: C/C=N\N1CC1
HOMO-LUMO gap in eV: 9.5388

Geometry as XYZ:
```
14
Properties=species:S:1:pos:R:3:forces:R:3:nbo_charge:R:1
C -1.5522 -0.4255 -0.0841 -1.1 -2.5 -2.3 -0.751
C -0.8811 0.9557 -0.0079 -8.1 2.1 -1.1 0.084
C 1.1690 -0.2615 0.7628 3.7 0.6 3.5 -0.275
C 1.5265 -0.2771 -0.6256 3.2 -4.9 -4.7 -0.248
H -2.4912 -0.6359 -0.7935 2.0 1.9 0.5 0.256
H -1.0253 -1.4145 -0.4048 -0.2 2.0 1.4 0.237
H -2.1841 -0.5233 0.7794 0.5 -0.4 1.2 0.244
H -1.7382 1.8052 0.1134 1.2 -2.3 -0.3 0.180
H 0.2312 -0.3851 1.1498 -2.0 -0.9 0.3 0.199
H 1.8668 -0.1882 1.6787 -0.4 -0.8 -1.9 0.201
H 0.9903 -0.7967 -1.4915 -0.1 1.0 1.6 0.209
H 2.6479 -0.3838 -0.8710 -1.6 -0.2 0.4 0.203
N 0.1432 1.6139 -0.1357 0.8 1.3 -0.3 -0.232
N 1.2972 0.9169 -0.0700 2.1 3.1 1.8 -0.306
```
Positions in Å, forces in eV/Å.

=====

5.
Entry from OMol25: a single C4H8N2 molecule at a distorted geometry (ωB97M-V with the def2-TZVPD basis set).

Results
E_tot in a.u.: -266.702979
LUMO energy in eV: 0.97
Net charge: 0
SMILES: CN[C@@H](C)C#N
HOMO-LUMO gap in eV: 10.6834

Geometry as XYZ:
```
14
Properties=species:S:1:pos:R:3:forces:R:3:nbo_charge:R:1
C -1.1758 1.5000 0.4543 -0.1 0.1 0.0 -0.421
N 0.0042 0.6730 0.6703 -0.1 -0.1 0.1 -0.597
C 0.2615 -0.2595 -0.4124 0.1 0.0 -0.1 -0.150
C 1.6340 -0.9309 -0.2815 0.1 0.0 0.0 -0.601
C -0.7893 -1.3072 -0.5274 -0.8 -0.7 0.0 0.257
N -1.6025 -2.1308 -0.5421 0.8 0.8 0.0 -0.331
H -1.0206 2.1026 -0.4480 0.0 -0.1 0.1 0.193
H -1.2919 2.1898 1.2948 0.0 -0.1 -0.1 0.210
H -2.1135 0.9339 0.3295 0.2 0.0 0.0 0.180
H -0.0712 0.1727 1.5514 0.0 0.0 -0.1 0.362
H 0.2350 0.3287 -1.3374 0.0 -0.1 0.1 0.227
H 2.0013 -1.2495 -1.2609 -0.1 0.0 0.1 0.223
H 2.3364 -0.2110 0.1436 -0.1 0.0 -0.1 0.231
H 1.5924 -1.8118 0.3659 0.0 0.2 0.0 0.218
```
Positions in Å, forces in eV/Å.

=====

6.
Entry from OMol25: a single C4H8N2 molecule at a distorted geometry (ωB97M-V with the def2-TZVPD basis set).

Results
E_tot in a.u.: -266.606480
LUMO energy in eV: 1.07
Net charge: 0
SMILES: C/C=N\N1CC1
HOMO-LUMO gap in eV: 9.8659

Geometry as XYZ:
```
14
Properties=species:S:1:pos:R:3:forces:R:3:nbo_charge:R:1
C 2.0249 0.4786 -0.0983 -2.0 0.7 -0.8 -0.702
C 1.3941 -0.9374 -0.0065 -0.6 3.6 0.2 0.090
C -2.0934 -0.5288 0.0867 2.0 1.2 -0.8 -0.258
C -1.3472 0.7918 0.0896 -1.1 0.6 1.3 -0.276
H 2.1012 0.9746 0.8929 0.1 -0.6 -0.4 0.228
H 2.9871 0.4886 -0.5922 0.2 -0.1 0.0 0.224
H 1.3197 1.1793 -0.6896 1.1 -1.2 0.7 0.224
H 1.9728 -1.7273 0.3525 1.0 -1.2 0.4 0.181
H -2.9193 -0.6189 -0.5299 -1.5 0.0 -1.2 0.188
H -2.0361 -1.3027 0.7961 0.3 -0.3 1.3 0.211
H -0.9246 1.2099 1.0373 -0.2 -0.5 -1.0 0.211
H -1.8391 1.4944 -0.6132 0.7 0.0 0.8 0.212
N 0.1617 -1.1918 -0.0969 -0.5 -0.7 -0.4 -0.262
N -0.8017 -0.3105 -0.6285 0.3 -1.3 -0.2 -0.270
```
Positions in Å, forces in eV/Å.

=====

7.
Entry from OMol25: a molecular structure, C4H8N2 at a distorted geometry (ωB97M-V with the def2-TZVPD basis set).

Results
E_tot in a.u.: -265.876013
LUMO energy in eV: -12.57
Net charge: +2
HOMO-LUMO gap in eV: 8.8273

Geometry as XYZ:
```
14
Properties=species:S:1:pos:R:3:forces:R:3:nbo_charge:R:1
C 0.0237 1.8583 0.1243 -0.6 0.9 0.2 0.555
C -0.6908 0.0621 -0.0419 0.4 0.6 -1.3 0.734
C -1.5065 -1.0818 0.0350 -0.4 -1.7 0.4 -0.784
C 1.9304 -0.0250 -0.0001 0.0 -3.8 -0.8 -0.475
N -1.1997 1.4233 0.0566 -2.1 0.0 -1.1 -0.536
N 0.5644 0.4910 -0.1375 0.5 1.6 1.3 -0.308
H 0.3017 2.9541 0.4242 0.4 -2.0 -0.9 0.358
H -0.9886 -2.0455 0.1928 0.0 0.5 0.0 0.338
H -2.2263 -1.2735 -0.8239 0.6 0.7 0.5 0.388
H -2.1576 -0.8297 0.9096 0.0 -0.4 -0.3 0.346
H 2.2490 -0.6381 -0.9273 -0.8 1.0 1.4 0.299
H 2.0543 -0.6434 0.9116 -0.7 -0.1 -0.5 0.277
H 2.6617 0.6843 0.1708 0.9 2.3 -0.2 0.281
H -2.1652 1.7249 -0.3038 1.7 0.3 1.2 0.526
```
Positions in Å, forces in eV/Å.

=====

8.
Entry from OMol25: 2 unconnected molecules or ions with the total composition C4H8N2O at a distorted geometry (ωB97M-V with the def2-TZVPD basis set).

Results
E_tot in a.u.: -341.905374
Spin multiplicity: 2
LUMO energy (alpha / beta) in eV: 3.59 / 3.57
Net charge: -1
HOMO-LUMO gap (alpha / beta) in eV: 2.3339 / 8.1920

Geometry as XYZ:
```
15
Properties=species:S:1:pos:R:3:forces:R:3:nbo_charge:R:1
C 1.2430 0.7230 -1.7183 -0.5 0.8 1.1 -1.004
C 0.7361 -0.0691 -0.5696 0.2 -2.0 0.9 -0.060
C -0.4822 -0.2790 0.0730 1.5 0.6 -1.0 -0.154
N -0.3387 -1.1078 1.1755 -0.9 0.7 -0.2 -0.486
C 0.9286 -1.3763 1.2132 0.6 -1.2 -0.9 0.058
N 1.6011 -0.8930 0.1395 -0.3 0.6 0.9 -0.596
H 0.9122 0.3542 -2.6820 0.0 0.1 -0.2 0.213
H 2.3289 0.8265 -1.6510 0.0 -0.2 -0.3 0.191
H 0.8423 1.7200 -1.4735 0.1 0.1 -0.9 0.210
H -1.3579 0.1945 -0.3377 -0.5 -0.2 0.7 0.193
H 1.4472 -2.1168 1.8064 -0.3 0.2 0.5 0.166
H 2.6031 -1.0233 0.1024 0.1 0.4 -0.6 0.337
H -3.5187 1.0498 2.0766 0.1 0.0 0.5 0.452
H -3.5477 1.3561 0.6230 -0.1 0.7 -0.8 0.439
O -3.3973 0.6411 1.2227 -0.1 -0.7 0.3 -0.960
```
Positions in Å, forces in eV/Å.

=====

Question: The highest E_tot belongs to which entry?
Answer: number 7

=====

Question: Among the records above, which one has the lowest net charge?
Answer: C4H8N2O

=====

Question: Among the records above, which one has the lowest net charge?
Answer: C4H8N2O